ORCA calculation (ωB97M-V/def2-TZVPD) on C6H9BBr2F3NiO2 as an isolated structure at a distorted geometry.

Last column: natural (NBO) charge in e.
CARTESIAN COORDINATES (ANGSTROEM)
F -2.720 -1.792 0.367  -0.44
C -1.719 -2.410 -0.435  0.58
F -2.040 -3.661 -0.418  -0.27
Br -2.061 -1.726 -2.186  0.09
C -0.321 -2.055 0.227  0.25
F -0.609 -1.271 1.307  -0.34
Br 0.464 -3.699 0.895  0.11
C 0.670 -1.365 -0.686  -0.49
C 0.436 0.138 -0.961  -0.42
C 1.296 1.102 -0.164  0.06
C 1.023 1.228 1.338  -0.11
O 1.162 2.618 1.611  -0.58
B 0.683 3.248 0.435  0.41
O 0.990 2.428 -0.671  -0.57
H 1.647 -1.476 -0.220  0.26
H 0.724 -1.927 -1.615  0.25
H -0.606 0.441 -0.873  0.20
H 0.705 0.300 -2.004  0.25
H 2.357 0.979 -0.382  0.20
H -0.004 0.949 1.560  0.17
H 1.698 0.679 1.988  0.21
H 0.983 4.424 0.218  0.08
H -0.584 3.314 0.612  0.14
Ni -4.173 -0.464 0.058  0.96

Results
2S+1   3
HOMO-LUMO gap (alpha / beta)   6.5 / 6.4 eV
Total charge   +1
DFT total energy   -200409.13520 eV
Lowest unoccupied orbital energy (alpha / beta)   -6.137 / -6.173 eV
⟨S²⟩   2.01
E_HOMO (alpha / beta)   -12.598 / -12.549 eV